No. 1
This record from the OMol25 dataset describes an isolated molecule of C4H6N2O2. The level of theory is wB97M-V/def2-TZVPD.

Output
Highest occupied orbital energy, eV: -9.55
Energy above the lowest of the compared OMol25 structures with the same formula, charge and spin, kcal/mol: 110.15
Net charge: 0
Largest force on an atom, eV Å⁻¹: 4.51
Energy, eV: -11316.265

Structure (XYZ):
```
14
Properties=species:S:1:pos:R:3:lowdin_charge:R:1
N 0.36555 -0.83148 0.72418 -0.0692
C -1.30895 -0.34072 -0.92052 0.0709
C 0.40270 -0.36805 -0.61334 -0.6797
N 0.43608 -2.22977 0.92377 0.0313
C 0.20681 1.34141 -0.63490 -0.0696
C 0.03286 2.13484 0.41123 0.0139
O -2.38881 0.04750 -0.85577 0.2005
O 1.16553 -0.85018 -1.45147 0.0044
H -0.20586 -0.34726 1.40192 0.1149
H 1.28285 -2.54554 0.45757 0.0821
H -0.34664 -2.69765 0.46457 0.0761
H 0.48807 1.69674 -1.61923 0.1033
H -0.30214 1.78418 1.38043 0.0579
H 0.17193 3.20599 0.33157 0.0630
```



No. 2
This record from the OMol25 dataset describes a structure of composition C4H6N2O2. The level of theory is wB97M-V/def2-TZVPD.

Output
Highest occupied orbital energy, eV: -8.36
Energy above the lowest of the compared OMol25 structures with the same formula, charge and spin, kcal/mol: 67.05
Net charge: 0
Largest force on an atom, eV Å⁻¹: 5.19
Energy, eV: -11318.134

Structure (XYZ):
```
14
Properties=species:S:1:pos:R:3:lowdin_charge:R:1
C 0.81584 0.40632 2.23094 -0.1892
C 0.25663 -0.50668 1.39704 -0.1186
C 0.49303 1.47445 0.40491 -0.3083
C -0.59087 -0.36894 -1.56206 -0.3309
N 0.94592 1.61352 1.58167 0.0208
N 0.02243 0.24340 0.19306 -0.0126
O -1.02513 -1.55965 -1.30265 0.1092
O 0.36427 -0.24285 -2.53433 0.0710
H 1.00639 0.30322 3.26276 0.0748
H -0.34787 -1.41710 1.66715 0.1065
H 0.44043 2.27179 -0.35011 0.1230
H -1.29646 0.51628 -1.47904 0.1693
H -1.89786 -1.58667 -0.94757 0.1245
H 0.81325 -1.14710 -2.56177 0.1606
```



No. 3
This record from the OMol25 dataset describes the ion C4H6N2O2P with charge -1. The level of theory is wB97M-V/def2-TZVPD.

Output
Highest occupied orbital energy, eV: -4.57
Energy above the lowest of the compared OMol25 structures with the same formula, charge and spin, kcal/mol: 28.88
Net charge: -1
SMILES string: C[P@](=O)([O-])c1ncc[nH]1
Largest force on an atom, eV Å⁻¹: 6.52
Energy, eV: -20611.730

Structure (XYZ):
```
15
Properties=species:S:1:pos:R:3:lowdin_charge:R:1
C 1.40195 1.58804 -0.87226 -0.2076
P -0.32378 1.10222 -1.23793 0.4068
O -0.51355 0.83703 -2.65971 -0.3908
O -1.45741 2.11383 -0.48474 -0.5484
C -0.27738 -0.38886 -0.25009 -0.4311
N 0.36524 -1.51754 -0.33502 0.0931
C -0.03683 -2.14850 0.82443 -0.2342
C -0.85041 -1.47122 1.59391 -0.1559
N -1.08958 -0.34402 0.86332 0.0529
H 1.98645 0.76912 -1.27231 0.0159
H 1.82563 2.45042 -1.38971 0.0307
H 1.54474 1.43758 0.25299 0.0615
H 0.28637 -3.10608 1.19243 0.0789
H -1.20097 -1.74835 2.56571 0.0964
H -1.66048 0.42632 1.20896 0.1317
```



No. 4
This record from the OMol25 dataset describes an isolated molecule of C4H6N2OS. The level of theory is wB97M-V/def2-TZVPD.

Output
Highest occupied orbital energy, eV: -9.12
Energy above the lowest of the compared OMol25 structures with the same formula, charge and spin, kcal/mol: 97.04
Net charge: 0
Largest force on an atom, eV Å⁻¹: 5.67
Energy, eV: -20105.134

Structure (XYZ):
```
14
Properties=species:S:1:pos:R:3:lowdin_charge:R:1
C 1.01259 -0.89889 -0.51803 -0.1030
C 1.01521 0.26060 0.31879 -0.2390
C -0.04270 -1.41031 -1.09878 -0.2405
C 0.18207 1.86279 1.71605 -0.1066
N -1.35445 -1.33387 -0.63443 -0.2988
N -0.01852 0.91694 0.58782 -0.0068
O -2.64470 -1.18550 -2.75468 -0.4829
S -2.71707 -1.29157 -1.36906 0.8968
H 1.92372 -1.22569 -1.07980 0.1178
H 1.94149 0.48465 0.89927 0.1105
H 0.04069 -2.25599 -1.83081 0.1286
H -0.26333 1.35668 2.53489 0.0602
H -0.39106 2.68317 1.31605 0.0645
H 1.31605 2.03698 1.91272 0.0992
```



No. 5
This record from the OMol25 dataset describes a structure of composition C4H6N2OS. The level of theory is wB97M-V/def2-TZVPD.

Output
Highest occupied orbital energy, eV: -8.62
Energy above the lowest of the compared OMol25 structures with the same formula, charge and spin, kcal/mol: 85.27
Net charge: 0
Largest force on an atom, eV Å⁻¹: 5.69
Energy, eV: -20105.644

Structure (XYZ):
```
14
Properties=species:S:1:pos:R:3:lowdin_charge:R:1
C 0.66896 -0.47286 -0.54382 -0.2185
C -0.96602 -0.65235 -2.17196 -0.7147
C 1.70917 -0.39768 0.42335 -0.0294
C -0.91964 0.73060 1.27406 -0.2542
N 0.23933 -0.98264 -1.52044 0.1454
N -0.54774 0.95194 -0.09514 -0.4372
O -1.23821 -1.01183 -3.28272 0.0445
S -1.74951 0.71793 -1.28726 0.9667
H 2.35206 0.55743 0.30648 0.1446
H 2.37816 -1.24191 0.32304 0.0916
H 1.24580 -0.32108 1.42369 0.0707
H -1.89242 0.17853 1.46891 0.0922
H -0.23688 0.24599 1.90624 0.0222
H -1.04305 1.69796 1.77556 0.0761
```



No. 6
This record from the OMol25 dataset describes an isolated molecule of C4H6N2OS. The level of theory is wB97M-V/def2-TZVPD.

Output
Highest occupied orbital energy, eV: -8.91
Energy above the lowest of the compared OMol25 structures with the same formula, charge and spin, kcal/mol: 60.70
Net charge: 0
SMILES string: N/C=C/C(=O)/C=N\S
Largest force on an atom, eV Å⁻¹: 1.51
Energy, eV: -20106.709

Structure (XYZ):
```
14
Properties=species:S:1:pos:R:3:lowdin_charge:R:1
N -0.01340 2.14779 2.18662 0.0831
C 0.27812 1.24854 1.21837 -0.1978
C 0.27169 1.48219 -0.11417 -0.0656
C 0.64156 0.47772 -1.08567 -0.4586
O 0.71029 0.67493 -2.29018 0.0594
C 1.03237 -0.91887 -0.60532 -0.2202
N 0.31314 -1.83815 -0.12181 -0.3746
S -1.35510 -1.70572 0.14436 0.7399
H -0.10850 1.83834 3.14542 0.1017
H -0.35169 3.10253 1.94797 0.1290
H 0.52684 0.25257 1.58720 0.1182
H 0.01742 2.46412 -0.50206 0.1161
H 2.11779 -1.16111 -0.78711 0.1356
H -1.64321 -0.50923 -0.31260 -0.1664
```



No. 7
This record from the OMol25 dataset describes an isolated molecule of C4H6N2OS. The level of theory is wB97M-V/def2-TZVPD.

Output
Highest occupied orbital energy, eV: -9.16
Energy above the lowest of the compared OMol25 structures with the same formula, charge and spin, kcal/mol: 148.93
Net charge: 0
SMILES string: C=NN[C@@H](C=O)C=S
Largest force on an atom, eV Å⁻¹: 5.17
Energy, eV: -20102.883

Structure (XYZ):
```
14
Properties=species:S:1:pos:R:3:lowdin_charge:R:1
C -1.07819 1.89968 0.23064 -0.1078
N -0.52119 1.65587 -0.83311 -0.0641
N 0.12137 0.39138 -1.06107 -0.1529
C 0.44559 -0.28426 0.26918 -0.3869
C -0.92149 -1.29741 0.38066 -0.2090
O -1.29093 -1.95863 1.29118 0.0826
C 1.62774 -1.24543 0.03940 -0.5087
S 2.26498 -1.28628 -1.55855 0.6418
H -1.11404 1.20162 0.97831 0.0055
H -1.83382 2.75895 0.42427 0.1112
H 1.11432 0.79443 -1.58142 0.1411
H 0.50516 0.42977 1.26794 0.1788
H -1.32808 -1.10056 -0.74830 0.1645
H 2.00857 -1.95912 0.90088 0.1039
```



No. 8
This record from the OMol25 dataset describes an isolated molecule of C4H6N2OS. The level of theory is wB97M-V/def2-TZVPD.

Output
Highest occupied orbital energy, eV: -9.60
Energy above the lowest of the compared OMol25 structures with the same formula, charge and spin, kcal/mol: 153.28
Net charge: 0
SMILES string: OCC1(S)C=NN=C1
Largest force on an atom, eV Å⁻¹: 5.89
Energy, eV: -20102.695

Structure (XYZ):
```
14
Properties=species:S:1:pos:R:3:lowdin_charge:R:1
O -1.09047 -1.50670 1.10093 -0.0900
C 0.04172 -1.21794 0.36995 -0.4000
C 0.31670 0.02225 -0.42365 -0.8242
S 1.85492 -0.19139 -1.27101 0.7837
C -0.95372 0.43233 -1.19765 -0.1322
N -1.61205 1.38565 -0.54327 0.0160
N -1.02279 1.66357 0.80365 0.0703
C 0.20484 1.15950 0.62316 -0.1444
H -1.03003 -1.24685 2.28227 0.2695
H 0.04352 -1.85844 -0.38371 0.0603
H 1.09269 -1.50266 0.78410 0.1387
H 2.45177 1.21264 -1.22498 -0.0025
H -1.10696 0.40462 -2.39635 0.1624
H 0.80985 1.24343 1.47657 0.0923
```